[1]
Computed, not measured: an isolated ion of composition C2H6N and charge +1 at a distorted geometry, with ωB97M-V/def2-TZVPD.

The value obtained for the maximum force is 1.825 eV/Å. The calculation puts the molar mass at 44.1 g/mol. Its HOMO energy is -17.57 eV. The relative energy (zero: lowest compared OMol25 entry of this formula, charge and spin) comes out at 3.643 eV. Its charge is +1. The value obtained for the gap between HOMO and LUMO is 8.55 eV.

Atoms and positions in Å:
N 0.0852 -0.2890 -0.4671
C -0.4663 -0.9061 0.6040
C 0.4145 1.0818 -0.3603
H -0.7067 -1.9630 0.4879
H -1.2746 -0.3227 1.0971
H 1.2028 1.2355 -1.1103
H -0.4557 1.6365 -0.7687
H 0.8063 1.4528 0.5921
H 0.2537 -0.9133 1.4715



[2]
Computed, not measured: an isolated ion of composition C33H42N5 and charge +1 at a distorted geometry, with ωB97M-V/def2-TZVPD.

The value obtained for the maximum force is 2.152 eV/Å. The calculation puts the molar mass at 508.7 g/mol. Its HOMO energy is -9.67 eV. The relative energy (zero: lowest compared OMol25 entry of this formula, charge and spin) comes out at 0.154 eV. Its charge is +1. The value obtained for the gap between HOMO and LUMO is 7.49 eV. Its SMILES is c1cn(C[C@@H]2CCC[N@@H+]2C(c2cc3c4c(c2)CCCN4CCC3)c2cc3c4c(c2)CCCN4CCC3)cn1.

Atoms and positions in Å:
N 1.5939 0.7170 -0.7264
N 3.1711 -1.7256 -2.0770
N 2.7711 -2.2748 -4.1937
N -0.7694 3.0785 4.4978
N -2.6332 -2.7991 -3.3099
C -0.4040 2.1135 3.5982
C -0.8458 -2.9902 -1.6881
C -3.1848 -0.0750 -2.5363
C -2.1865 -4.0121 -3.9563
C -2.7375 3.6614 3.1380
C -4.2097 -0.9311 -3.2784
C -1.3114 1.6948 2.5948
C 1.4348 3.0106 5.6039
C -0.0186 -2.3648 -0.7600
C -0.0517 3.2796 5.7389
C -0.9080 0.7453 1.6684
C 0.8821 1.5033 3.6622
C -0.0994 -0.9909 -0.5445
C -1.6960 -5.0191 -2.9296
C 1.4109 2.2304 -0.5238
C 0.9673 -0.2325 0.2477
C 2.7546 -3.0384 -2.0796
C 3.0680 0.5156 -1.1196
C -2.1025 3.6439 4.5143
C 3.8218 1.6412 -0.4376
C 2.7992 2.7597 -0.1885
C 3.2206 -1.3174 -3.3989
C -3.4982 -1.9711 -4.1264
C -1.8663 -2.2368 -2.3261
C 1.6986 1.6781 4.8995
C -1.1151 -0.2518 -1.1714
C -2.6855 2.2600 2.5359
C 0.4509 0.4460 1.5087
C -0.5902 -4.4070 -2.0683
C 1.3307 0.7716 2.5662
C -2.0548 -0.8730 -1.9821
C 3.5939 -0.9130 -0.9328
C 2.4821 -3.3632 -3.4019
H 0.6624 2.4095 0.2479
H -0.4826 2.6256 6.5204
H 1.4715 0.8676 5.6136
H -3.7716 4.0030 3.2174
H 2.3617 0.3914 2.5579
H 0.7218 -2.9495 -0.2081
H -0.4462 -5.0150 -1.1658
H 1.1163 0.5354 -1.6190
H -2.5318 -5.3288 -2.2887
H -3.0217 2.2816 1.4927
H -1.6724 0.2669 1.0570
H 0.3631 -4.4554 -2.6190
H -4.2127 -2.6392 -4.6199
H -0.2326 4.3139 6.0599
H -4.8686 -1.4304 -2.5571
H -2.7756 0.6823 -3.2237
H -3.0365 -4.4081 -4.5232
H -1.2026 0.8296 -0.9926
H 3.0101 3.6141 -0.8420
H 3.0783 0.7599 -2.1943
H 1.9039 3.8229 5.0385
H -3.6822 0.4807 -1.7293
H 3.2669 -1.4030 0.0030
H -2.0313 4.6576 4.9285
H 1.8809 3.0086 6.6016
H -3.3796 1.6003 3.0818
H -2.9082 -1.4664 -4.9140
H 2.8370 3.1191 0.8459
H 4.6097 1.9784 -1.1301
H -2.2019 4.3628 2.4878
H -4.8299 -0.3044 -3.9241
H 2.1121 -4.3094 -3.7836
H 4.3206 1.3021 0.4807
H 3.6065 -0.3345 -3.6531
H 1.7461 -0.9282 0.5679
H -1.3229 -5.9078 -3.4487
H 2.7600 1.5913 4.6534
H 4.6992 -0.8639 -0.9005
H -1.3743 -3.7861 -4.6751
H -2.7358 3.0588 5.2056
H 1.0363 2.6377 -1.4806
H 2.6736 -3.6347 -1.1867



[3]
Computed, not measured: a 11-piece molecular cluster, C31H69N7O20S3 overall at a distorted geometry, with ωB97M-V/def2-TZVPD.

The value obtained for the maximum force is 5.750 eV/Å. The calculation puts the molar mass at 956.1 g/mol. Its HOMO energy is -9.10 eV. The value obtained for the gap between HOMO and LUMO is 9.37 eV. Its SMILES is O=S1(=O)OCCO1.O=S1(=O)OCCO1.O=S1(=O)OCCO1.CNC(C)=O.CNC(C)=O.CNC(C)=O.CNC(C)=O.CNC(C)=O.CNC(C)=O.CNC(C)=O.C1CCOC1.

Atoms and positions in Å:
S 18.1959 -0.2293 10.0976
S 17.8228 14.7512 0.4723
S 12.8229 8.5779 3.7845
O 19.1356 8.3592 9.0454
O 14.3500 9.0776 4.1095
O 18.6110 16.2008 -0.0023
O 18.4487 -1.8188 9.6650
O 7.2881 8.8865 11.2446
O 18.8378 13.9103 1.0810
O 25.2317 7.8963 1.4183
O 13.4243 7.0827 3.4764
O 6.3210 15.7977 -3.3485
O 21.1578 0.9332 1.7684
O 6.3502 4.9346 1.5673
O 12.3434 9.2354 2.5507
O 12.1175 8.6712 5.0810
O 17.9942 0.5892 8.9161
O 17.0812 15.5867 1.6312
O 15.7155 4.8114 -4.8015
O 16.8985 14.2700 -0.5570
O 19.6636 -0.1158 10.8246
O 17.2563 -0.0969 11.1876
O 11.9422 15.3776 8.9365
N 8.8425 7.2592 10.9667
N 12.3633 14.5604 10.9725
N 15.2004 5.7460 -6.7099
N 25.0477 7.0814 3.4019
N 7.9292 3.6068 0.5529
N 5.8946 13.6004 -2.8800
N 19.3432 10.0663 10.4986
C 14.8069 6.9424 3.6966
C 14.0888 14.3340 9.1240
C 15.2999 4.6158 -7.5860
C 7.7116 7.9335 10.6005
C 20.1149 0.2835 2.4354
C 15.3320 7.1643 -4.6458
C 7.1973 13.2823 -2.3693
C 15.3283 8.3753 3.4830
C 9.1151 3.2880 -0.2205
C 18.8770 8.8724 10.1048
C 7.2571 5.7430 -0.4138
C 7.1221 4.6810 0.6396
C 12.7010 14.7705 9.7225
C 23.6808 7.2645 3.5287
C 20.3951 10.7552 9.7397
C 17.9815 16.5102 2.3050
C 5.6034 14.8435 -3.3738
C 17.7939 8.3944 11.0406
C 18.8768 17.0484 1.1825
C 9.3759 7.2324 12.2801
C 4.2353 15.1612 -3.9617
C 15.4390 5.8165 -5.4228
C 22.3175 0.0809 3.5822
C 27.2363 7.0975 2.2731
C 20.0682 -1.3529 11.4132
C 22.4685 0.5947 2.2078
C 20.8507 -0.4258 3.5979
C 25.7479 7.4300 2.3703
C 7.0487 7.4879 9.2280
C 19.5035 -2.4147 10.4632
C 11.0166 14.6366 11.4934
H 7.7480 2.9061 1.2574
H 20.9678 -1.4565 3.2631
H 23.0577 1.5117 2.2117
H 18.6083 16.1274 3.1104
H 14.5459 7.2360 -3.8941
H 20.2652 10.7296 8.6578
H 20.3435 -2.5976 9.7931
H 16.8028 8.7763 10.7958
H 4.2995 14.9970 -5.0374
H 10.8527 13.8272 12.2048
H 14.9068 6.5485 4.7080
H 14.1528 13.2640 9.3215
H 10.9609 15.6207 11.9585
H 7.4724 12.2991 -2.7509
H 7.5130 6.5695 8.8686
H 16.3269 7.3748 -4.2535
H 9.5247 7.0309 10.2577
H 19.4102 0.9748 2.8977
H 15.5958 5.0223 -8.5531
H 27.5114 6.5789 3.1915
H 18.6607 18.0927 0.9572
H 20.6087 11.7764 10.0553
H 27.7780 8.0214 2.0705
H 6.3072 5.6911 -0.9459
H 10.2910 14.5597 10.6836
H 9.2489 4.0009 -1.0341
H 6.9717 13.2392 -1.3038
H 14.5378 6.4564 -6.9862
H 23.3963 8.2680 3.8452
H 19.5832 -0.4655 1.8485
H 18.0016 8.6851 12.0704
H 13.2152 14.3129 11.4553
H 18.9721 10.5352 11.3126
H 23.3580 6.4871 4.2211
H 19.7224 -1.4251 12.4443
H 14.7516 14.8244 9.8370
H 21.3008 10.2364 10.0541
H 15.2088 7.9493 -5.3918
H 8.0236 13.9198 -2.6838
H 17.3867 17.2954 2.7718
H 8.1515 5.6487 -1.0297
H 17.9876 7.3219 11.0545
H 5.1639 13.0374 -2.4685
H 3.5068 14.5670 -3.4100
H 15.2700 6.2906 2.9558
H 15.4015 8.5677 2.4126
H 10.3036 7.7530 12.5176
H 4.0594 16.2287 -3.8294
H 8.5763 7.4906 12.9744
H 16.2846 8.4448 4.0016
H 22.3237 0.9581 4.2292
H 20.2801 -0.6092 4.5084
H 27.4164 6.4158 1.4419
H 19.1163 -3.3178 10.9350
H 10.0650 3.3174 0.3133
H 16.1649 3.9849 -7.3815
H 22.9398 -0.7651 3.8741
H 6.0040 7.3930 9.5244
H 21.1445 -1.5034 11.4973
H 9.0570 2.2920 -0.6595
H 14.4211 3.9956 -7.7621
H 23.1098 6.9660 2.6495
H 9.6835 6.2928 12.7390
H 7.0670 8.2850 8.4849
H 19.8876 16.8684 1.5484
H 22.9045 -0.1997 1.6021
H 25.5120 6.5052 4.0893
H 7.3356 6.7298 0.0425
H 14.2306 14.7970 8.1474